Record 1
Entry from OMol25: C2H6B5F20LiO as an isolated structure at a distorted geometry (wB97M-V/def2-TZVPD).

Structure (ORCA input):
```
! RIJCOSX wB97M-V def2-TZVPD def2/J DEFGRID3
* xyz -4 1
Li 3.8151 -15.0522 -7.4400
B 6.7506 -14.5798 -6.5484
F 5.8387 -14.5040 -7.5764
F 6.1560 -15.0100 -5.4282
F 7.7733 -15.4527 -6.8493
F 7.3439 -13.3736 -6.3222
B 0.8650 -13.7085 -7.3957
F 0.6762 -12.5931 -8.1700
F 0.4498 -13.4548 -6.1329
F 0.2057 -14.7356 -8.0070
F 2.1974 -13.9828 -7.2270
B 4.5204 -13.2168 -10.1675
F 5.8293 -13.3725 -10.4476
F 3.8161 -13.2363 -11.4052
F 4.0952 -14.2792 -9.4176
F 4.3374 -12.0463 -9.4454
B 3.0920 -16.0395 -4.7768
F 4.0214 -16.1014 -3.7660
F 3.7588 -16.1114 -5.9412
F 2.2915 -17.1232 -4.6591
F 2.3987 -14.8535 -4.6334
B 2.1951 -16.5156 -10.0609
F 2.1613 -15.2672 -10.7113
F 2.8732 -17.4113 -10.8869
F 2.7607 -16.3766 -8.7998
F 0.9000 -16.9452 -10.0604
C 4.7225 -12.4973 -3.6330
C 4.2643 -12.1315 -5.0945
O 2.9446 -11.7280 -5.0617
H 4.0790 -13.3034 -3.2806
H 4.5435 -11.6671 -2.9497
H 5.7188 -12.9385 -3.6045
H 4.3360 -12.9586 -5.8008
H 4.9537 -11.3448 -5.4010
H 2.7851 -11.1049 -5.7744
*
```

The calculation puts the total energy at -62184.06606 eV. The HOMO energy is 0.713 eV. The value obtained for the strongest force on any atom is 0.059 hartree/bohr.


Record 2
Entry from OMol25: one molecule with the formula C7H5N2OP at a distorted geometry (wB97M-V/def2-TZVPD).

Structure (ORCA input):
```
! RIJCOSX wB97M-V def2-TZVPD def2/J DEFGRID3
* xyz 0 1
C 2.2850 0.4226 -0.2248
C 2.1639 -1.0109 -0.1865
C 1.2837 1.2747 0.0704
C 0.9950 -1.6796 0.0958
C -1.2602 1.1419 0.1254
C 0.0383 0.6192 0.1245
C -0.1446 -0.8071 0.1478
N -1.4315 -1.1183 0.1582
N -2.1180 0.1104 0.0411
O -4.7585 -0.5297 -0.2210
P -3.9276 0.5685 0.0130
H 3.3270 0.9264 -0.3502
H 3.1488 -1.5940 -0.2729
H 1.2628 2.2909 0.1365
H 0.8562 -2.7039 0.1830
H -1.7203 2.0889 0.1597
*
```

The value obtained for the relative energy (zero: lowest compared OMol25 entry of this formula, charge and spin) is 0.00 kJ/mol. The calculation puts the total energy at -21655.08915 eV. The HOMO energy is -8.289 eV. As for the SMILES: O=Pn1cc2ccccc2n1. The value obtained for the strongest force on any atom is 0.111 hartree/bohr.


Record 3
Entry from OMol25: a 6-piece molecular cluster, H12O6 overall (wB97M-V/def2-TZVPD).

Structure (ORCA input):
```
! RIJCOSX wB97M-V def2-TZVPD def2/J DEFGRID3
* xyz 0 1
O -24.2764 15.2329 1.7734
H -25.1959 15.3159 2.0262
H -24.1776 15.8268 1.0293
O -19.9844 11.6630 -0.4401
H -20.1376 11.0954 -1.1954
H -20.6710 11.4243 0.1827
O -23.6350 13.9943 -3.9761
H -24.1209 14.7923 -4.1840
H -23.6140 13.9685 -3.0194
O -23.1618 16.9442 -0.5779
H -22.2672 17.2454 -0.4194
H -23.6791 17.7476 -0.6342
O -20.2659 13.7017 -4.4098
H -19.7455 12.9606 -4.0996
H -21.0469 13.6950 -3.8565
O -22.5618 14.3138 -1.5949
H -22.0804 13.7965 -0.9492
H -22.6724 15.1703 -1.1820
*
```

The value obtained for the relative energy (zero: lowest compared OMol25 entry of this formula, charge and spin) is 130.14 kJ/mol. The calculation puts the total energy at -12479.76491 eV. The HOMO energy is -10.672 eV. As for the SMILES: O.O.O.O.O.O. The value obtained for the strongest force on any atom is 0.015 hartree/bohr.


Record 4
Entry from OMol25: C9H13N2O9PdSSeSi as an isolated structure at a distorted geometry (wB97M-V/def2-TZVPD).

Structure (ORCA input):
```
! RIJCOSX wB97M-V def2-TZVPD def2/J DEFGRID3
* xyz -1 5
Pd -0.1960 -0.0347 -0.2297
O -1.6940 -2.7916 0.5779
S -2.2176 -1.4010 0.7969
O -3.4915 -1.4613 1.4538
O -1.1739 -0.6705 1.6087
O -2.2639 -0.6926 -0.5185
O 3.3007 0.5526 -2.5350
C 2.4758 0.2689 -1.6794
O 1.3190 -0.2435 -1.8535
C 2.8593 0.4858 -0.2120
C 4.1825 0.6125 0.1829
C 4.4632 0.6918 1.5363
C 3.4187 0.6477 2.4508
C 2.1243 0.5409 1.9735
N 1.8695 0.4692 0.6718
H 4.9485 0.6415 -0.5789
H 5.4870 0.7854 1.8763
H 3.6009 0.6905 3.5157
H 1.2646 0.5179 2.6327
C 0.8357 -5.6448 0.7509
Si 0.7260 -4.5075 -0.7639
C -0.7974 -4.9354 -1.7824
C 2.3335 -4.5392 -1.7671
Se 0.7356 -2.4165 0.2567
H 0.9750 -6.6918 0.4764
H -0.0914 -5.5533 1.3208
H 1.6588 -5.3353 1.3970
H -0.8633 -6.0016 -2.0056
H -0.8171 -4.3799 -2.7212
H -1.6705 -4.6316 -1.2036
H 2.5828 -5.5314 -2.1480
H 3.1544 -4.1894 -1.1379
H 2.2539 -3.8514 -2.6111
O -0.6541 1.9364 -1.3744
N -0.6730 2.7366 -0.3926
O -0.9143 3.9187 -0.5532
O -0.4376 2.2475 0.7386
*
```

The expectation value of S² is 6.018. The value obtained for the relative energy (zero: lowest compared OMol25 entry of this formula, charge and spin) is 280.61 kJ/mol. The calculation puts the total energy at -118488.40882 eV. The HOMO energy (alpha / beta) is -6.000 / -6.385 eV. The value obtained for the strongest force on any atom is 0.043 hartree/bohr.


Record 5
Entry from OMol25: BrH16O8 as an isolated structure at a distorted geometry (wB97M-V/def2-TZVPD).

Structure (ORCA input):
```
! RIJCOSX wB97M-V def2-TZVPD def2/J DEFGRID3
* xyz -1 1
Br -0.0043 -0.0155 -0.2356
O 1.8915 -2.2669 -0.6809
H 2.1523 -2.7718 0.0893
H 1.0813 -1.8300 -0.4184
O -0.7761 -1.6773 -2.3282
H -0.3785 -1.2633 -1.5623
H -0.2693 -1.3466 -3.0699
O -0.5610 2.0058 -2.0078
H -0.7494 1.1915 -1.5413
H -0.2581 2.6075 -1.3276
O -2.6210 1.1863 -0.2305
H -1.8809 0.5822 -0.2901
H -2.8348 1.3944 -1.1400
O -0.0541 1.8635 2.0456
H -0.2192 1.6645 1.1239
H 0.6364 1.2527 2.3030
O 2.7211 0.7032 0.6167
H 2.7311 1.2072 -0.1970
H 1.9304 0.1671 0.5571
O 1.2380 -0.1390 2.4819
H 0.7139 -0.4396 1.7395
H 2.0180 -0.6936 2.4652
O -2.3179 -1.4876 0.5091
H -1.4948 -1.1651 0.1421
H -2.6945 -0.7297 0.9563
*
```

The value obtained for the relative energy (zero: lowest compared OMol25 entry of this formula, charge and spin) is 336.62 kJ/mol. The calculation puts the total energy at -86683.15269 eV. The HOMO energy is -6.635 eV. The value obtained for the strongest force on any atom is 0.046 hartree/bohr.


Record 6
Entry from OMol25: one molecule with the formula CH2Cl2N2 at a distorted geometry (wB97M-V/def2-TZVPD).

Structure (ORCA input):
```
! RIJCOSX wB97M-V def2-TZVPD def2/J DEFGRID3
* xyz 0 1
C 1.0937 0.9503 0.8052
N 2.0135 1.3686 -0.0165
N -0.2170 0.2604 0.2373
Cl 1.0557 1.1748 2.4535
Cl 3.3056 2.0270 0.8592
H -0.1048 0.2243 -0.7662
H -0.9857 0.7753 0.6590
*
```

The value obtained for the relative energy (zero: lowest compared OMol25 entry of this formula, charge and spin) is 79.35 kJ/mol. The calculation puts the total energy at -29092.83317 eV. The HOMO energy is -9.890 eV. As for the SMILES: N/C(Cl)=N/Cl. The value obtained for the strongest force on any atom is 0.099 hartree/bohr.


Record 7
Entry from OMol25: C5H5Cl as an isolated structure at a distorted geometry (wB97M-V/def2-TZVPD).

Structure (ORCA input):
```
! RIJCOSX wB97M-V def2-TZVPD def2/J DEFGRID3
* xyz 0 1
C 0.6504 1.3187 1.8901
C 0.2555 0.9410 0.5401
C 1.2321 0.0700 1.3461
C -0.7230 0.8110 -0.3031
C -0.6675 -1.0143 -1.2237
Cl -1.6087 1.9677 -1.0957
H 2.2513 0.1500 0.9105
H 0.9201 -0.8159 1.7475
H -0.0796 -0.6770 -2.0209
H -1.7376 -1.2173 -1.5363
H -0.4931 -1.5340 -0.2547
*
```

The value obtained for the relative energy (zero: lowest compared OMol25 entry of this formula, charge and spin) is 671.99 kJ/mol. The calculation puts the total energy at -17780.59530 eV. The HOMO energy is -8.491 eV. The value obtained for the strongest force on any atom is 0.122 hartree/bohr.


Record 8
Entry from OMol25: C9H10N2O4Pr as an isolated structure at a distorted geometry (wB97M-V/def2-TZVPD).

Structure (ORCA input):
```
! RIJCOSX wB97M-V def2-TZVPD def2/J DEFGRID3
* xyz 3 3
Pr 0.0228 0.0802 -1.9917
O 0.1417 3.3893 -0.0386
C 0.0984 2.3818 -0.6204
C -0.1094 -2.3557 -0.8158
O -0.1521 -3.4175 -0.3586
C 2.2966 -0.1100 -0.7969
O 3.3570 -0.1662 -0.3405
C -2.2980 0.1121 -0.8566
O -3.3819 0.1666 -0.4548
C 0.0292 0.6660 -4.7284
H -0.8771 1.3009 -4.8065
H 0.9943 1.2119 -4.7822
C -0.0346 -0.6823 -4.8202
H 0.8722 -1.3076 -4.9380
H -0.9939 -1.2169 -4.9618
C -1.0825 0.7139 3.6396
N 0.0117 0.0120 2.9078
C 1.0950 -0.6971 3.6482
C -0.0005 -0.0378 1.6274
N -0.0100 -0.0572 0.4509
H -0.8434 0.5455 4.6864
H -2.0778 0.2606 3.3962
H -1.0928 1.8097 3.4134
H 1.0839 -1.7977 3.4250
H 2.1033 -0.2692 3.4232
H 0.8479 -0.5354 4.6927
*
```

The expectation value of S² is 2.003. The value obtained for the relative energy (zero: lowest compared OMol25 entry of this formula, charge and spin) is 0.00 kJ/mol. The calculation puts the total energy at -34701.45104 eV. The HOMO energy (alpha / beta) is -19.951 / -19.968 eV. The value obtained for the strongest force on any atom is 0.124 hartree/bohr.


Record 9
Entry from OMol25: C36H39BrIrN10O as an isolated structure (wB97M-V/def2-TZVPD).

Structure (ORCA input):
```
! RIJCOSX wB97M-V def2-TZVPD def2/J DEFGRID3
* xyz 3 5
Ir -0.9998 0.4137 -0.4873
Br 3.5517 -7.4379 1.0267
C 4.0176 -5.7196 1.6613
C 5.0416 -5.0063 1.0539
C 5.3321 -3.7229 1.4866
C 4.5721 -3.1344 2.5017
C 3.5955 -3.9000 3.1676
C 3.3247 -5.1894 2.7477
N 4.7832 -1.7967 2.8053
N 3.9100 -1.2046 3.5338
C 2.7820 -0.6637 3.0106
C 1.6846 -0.4941 3.8580
C 0.4131 -0.2285 3.3533
C 0.2188 -0.0794 1.9973
O -1.0028 0.0925 1.4462
C 1.3331 -0.0782 1.1370
N 1.0789 0.2357 -0.1819
C 2.1057 0.3641 -1.0021
C 3.4311 0.1852 -0.5950
C 3.6947 -0.1775 0.7015
C 2.6323 -0.3320 1.6132
H 5.6249 -5.4585 0.2629
H 6.1341 -3.1585 1.0278
H 3.1038 -3.4861 4.0377
H 2.6234 -5.8120 3.2933
H 1.8329 -0.6614 4.9172
H -0.4422 -0.1607 4.0141
H 1.8894 0.6247 -2.0255
H 4.2300 0.3337 -1.3081
H 4.7165 -0.3062 1.0326
C -0.8882 0.4964 -4.9078
C -0.4914 0.5213 -3.5705
N -1.3450 0.4020 -2.5605
C -2.6714 0.2530 -2.8697
C -3.1535 0.2191 -4.1760
C -2.2156 0.3434 -5.2162
C -4.5679 0.0655 -4.3958
C -5.4257 -0.0395 -3.3597
C -4.9478 0.0014 -2.0038
C -5.7783 -0.0761 -0.8681
C -5.2213 -0.0070 0.3837
C -3.8363 0.1395 0.5203
N -3.0414 0.2081 -0.5377
C -3.5827 0.1402 -1.7820
H -0.1399 0.6007 -5.6808
H 0.5481 0.6522 -3.3220
H -2.5456 0.3238 -6.2480
H -4.9308 0.0411 -5.4153
H -6.4888 -0.1471 -3.5339
H -6.8496 -0.1785 -0.9920
H -5.8342 -0.0596 1.2726
H -3.3557 0.2082 1.4871
C 0.6424 5.1539 2.3319
C 1.3869 3.9010 1.9300
N 0.5363 3.1070 1.0422
C -0.4985 3.5550 0.3105
N -1.1979 2.6560 -0.4143
C -2.2727 3.2024 -1.2579
C -2.9338 4.4197 -0.6492
C -1.8708 5.4597 -0.4138
N -0.7716 4.8676 0.3501
C 0.1025 5.8027 1.0757
H 1.3052 5.8420 2.8532
H -0.1829 4.9020 3.0008
H 1.6354 3.2880 2.7960
H 2.3167 4.1597 1.4190
H 0.6750 2.1200 1.0166
H -3.0177 2.4341 -1.4174
H -1.8664 3.4637 -2.2432
H -3.4069 4.1469 0.2974
H -3.7000 4.8149 -1.3151
H -2.2601 6.2992 0.1591
H -1.4936 5.8522 -1.3623
H -0.4912 6.6811 1.3177
H 0.9200 6.1243 0.4245
N 0.9130 -5.1201 0.5573
C 1.1553 -4.3438 -0.7121
C 0.7966 -2.8681 -0.5931
N -0.6116 -2.4654 -0.6134
H 1.2983 -6.0683 0.4770
H -0.0797 -5.2043 0.7829
H 1.3913 -4.6748 1.3479
H 0.6003 -4.8407 -1.5061
H 2.2199 -4.4461 -0.9158
H 1.2858 -2.3885 -1.4419
H 1.2627 -2.4526 0.3055
H -1.1471 -2.7493 0.1982
H -1.0912 -2.7805 -1.4493
*
```

The expectation value of S² is 6.084. The value obtained for the relative energy (zero: lowest compared OMol25 entry of this formula, charge and spin) is 0.00 kJ/mol. The calculation puts the total energy at -127771.69778 eV. The HOMO energy (alpha / beta) is -14.431 / -15.394 eV. The value obtained for the strongest force on any atom is 0.011 hartree/bohr.


Record 10
Entry from OMol25: a 3-piece molecular cluster, C4H14NO12P2S3 overall at a distorted geometry (wB97M-V/def2-TZVPD).

Structure (ORCA input):
```
! RIJCOSX wB97M-V def2-TZVPD def2/J DEFGRID3
* xyz -1 1
O -4.3322 0.9233 5.9185
N -4.1647 -0.2381 5.6493
O -2.9055 -0.5696 5.9895
P -2.4668 -2.1130 5.1713
P -1.1860 -1.0428 3.7026
O -0.8771 0.5504 4.1947
O 0.2046 -1.9807 3.4702
S -2.0942 -0.9339 1.9605
H -3.6175 -1.9431 4.3315
H -2.1293 -3.3705 4.5341
H -1.3326 -2.2084 6.0730
H -3.2702 -2.8328 6.1480
H 0.0749 0.7518 4.2446
H 1.0180 -1.4556 3.5831
C 1.2136 2.5814 -0.9824
C -0.0690 1.7811 -0.8398
O 0.3365 0.4106 -0.9055
S 1.8057 0.2694 -0.2611
O 1.6711 -0.1531 1.0911
O 2.6449 -0.4048 -1.1979
O 2.1934 1.8420 -0.2533
H 1.5323 2.6366 -2.0214
H 1.1196 3.5899 -0.5801
H -0.7890 2.0054 -1.6238
H -0.5316 1.9480 0.1370
C 1.5910 -1.0690 -5.6049
C 1.2177 0.2193 -6.3167
O 0.7355 1.0807 -5.2869
S 1.5271 0.7539 -3.9067
O 2.5891 1.6945 -3.7682
O 0.5656 0.5154 -2.8752
O 2.1625 -0.6601 -4.3618
H 0.7060 -1.6738 -5.3906
H 2.3053 -1.6622 -6.1745
H 0.4555 0.0681 -7.0796
H 2.0957 0.6896 -6.7686
*
```

The calculation puts the total energy at -81513.67723 eV. The HOMO energy is -4.108 eV. The value obtained for the strongest force on any atom is 0.097 hartree/bohr.


Record 11
Entry from OMol25: a 2-piece molecular cluster, C6H15OP overall at a distorted geometry (wB97M-V/def2-TZVPD).

Structure (ORCA input):
```
! RIJCOSX wB97M-V def2-TZVPD def2/J DEFGRID3
* xyz 0 1
C -2.7922 1.8954 -0.7396
C -2.7386 -0.3254 0.6595
C 3.2862 0.6479 -0.2101
C 1.5957 -1.2221 1.1718
C 0.4027 1.1713 0.1902
C -2.2613 0.5187 -0.4022
O 1.4673 -0.6073 -1.6019
P 1.6060 -0.0153 -0.2365
H -1.9332 2.4521 -1.1902
H -3.1645 2.4580 0.1445
H -3.5358 1.9564 -1.6060
H -3.8831 -0.5309 0.3622
H -2.3352 -1.3353 0.6547
H -2.6309 0.0500 1.6548
H 4.0204 0.0733 0.4338
H 3.7790 0.7388 -1.1401
H 3.2120 1.6246 0.2873
H 1.9483 -2.2513 0.9390
H 2.2321 -1.0439 1.9302
H 0.6181 -1.2381 1.6914
H 0.2786 1.4403 1.1727
H 0.3381 1.9912 -0.5194
H -1.7029 0.1740 -1.2987
*
```

The value obtained for the relative energy (zero: lowest compared OMol25 entry of this formula, charge and spin) is 314.07 kJ/mol. The calculation puts the total energy at -17798.18737 eV. The HOMO energy (alpha / beta) is -9.119 / -7.770 eV. The value obtained for the strongest force on any atom is 0.077 hartree/bohr.


Record 12
Entry from OMol25: C26H27AsN2O2V as an isolated structure at a distorted geometry (wB97M-V/def2-TZVPD).

Structure (ORCA input):
```
! RIJCOSX wB97M-V def2-TZVPD def2/J DEFGRID3
* xyz 1 3
V 0.0000 0.0000 0.0000
C -0.6369 2.6854 0.7828
O -1.4288 1.5266 0.0546
C -1.4625 1.8853 -1.3730
C -2.1723 3.0255 -1.7927
C -2.8007 3.0479 -3.0438
C -2.6800 1.9641 -3.9215
C -1.9305 0.8438 -3.5570
C -1.3045 0.7929 -2.2960
N -0.4526 -0.3157 -1.8557
N 0.0597 -1.1019 -2.6197
C 1.1740 -1.8699 -2.2177
C 2.0525 -1.5725 -1.1393
O 1.5815 -1.3165 -0.1027
C 3.1835 -2.3067 -0.8758
C 3.4902 -3.4054 -1.6686
C 2.6655 -3.7550 -2.7408
C 2.9930 -4.8592 -3.5444
C 2.1852 -5.2057 -4.6280
C 1.0474 -4.4548 -4.9207
C 0.7078 -3.3538 -4.1307
C 1.5089 -2.9848 -3.0275
H -1.0557 3.6922 0.5625
H 0.4944 2.8849 0.9578
H -1.0323 2.3320 1.7324
H -2.2983 3.8844 -1.1514
H -3.3825 3.9123 -3.3374
H -3.1620 1.9984 -4.8900
H -1.8350 0.0109 -4.2432
H 3.8334 -2.0609 -0.0421
H 4.3783 -3.9842 -1.4438
H 3.8756 -5.4524 -3.3362
H 2.4433 -6.0573 -5.2441
H 0.4247 -4.7267 -5.7633
H -0.1844 -2.7983 -4.3901
C 2.1653 1.5968 2.7336
As 0.5780 0.4485 2.4845
C 1.4262 -1.2007 3.1601
C -0.4566 1.0881 4.0699
C 0.3196 1.2139 5.3580
C 0.6181 2.4877 5.8757
C 1.3297 2.6166 7.0721
C 1.7427 1.4778 7.7670
C 1.4384 0.2086 7.2699
C 0.7268 0.0756 6.0735
H 2.5756 1.4809 3.7575
H 1.8829 2.6566 2.5687
H 2.9445 1.3061 1.9997
H 2.0534 -0.9993 4.0489
H 2.0886 -1.6056 2.3678
H 0.6453 -1.9527 3.3952
H -1.3476 0.4458 4.2326
H -0.8298 2.0887 3.7651
H 0.3065 3.3825 5.3508
H 1.5606 3.6003 7.4600
H 2.2927 1.5794 8.6938
H 1.7503 -0.6732 7.8143
H 0.4853 -0.9154 5.7162
H -1.1420 -1.2362 0.4888
*
```

The expectation value of S² is 2.063. The calculation puts the total energy at -120989.71236 eV. The HOMO energy (alpha / beta) is -10.134 / -10.170 eV. The value obtained for the strongest force on any atom is 0.278 hartree/bohr.